one.
Here is a 2-piece molecular cluster, C4H4O3 overall from OMol25. Energies are from ωB97M-V/def2-TZVPD.

The LUMO energy is -0.452 eV. As for the HOMO-LUMO gap: 8.0716 eV. The HOMO energy is -8.5 eV.

CARTESIAN COORDINATES (ANGSTROEM)
H -0.783 -0.524 1.600
O 0.182 1.425 -1.082
C 1.167 -1.808 -0.566
C -0.810 0.432 1.114
H 0.757 0.691 -1.430
O -2.092 2.610 1.271
H 1.831 -1.947 0.304
C -1.480 1.641 0.952
O 1.377 -0.973 -1.417
H 0.373 -2.566 -0.667
C -0.524 1.018 -0.078

***

two.
Here is C4H4O3 as an isolated structure from OMol25. Energies are from ωB97M-V/def2-TZVPD.

The LUMO energy is 0.532 eV. As for the HOMO-LUMO gap: 9.3767 eV. The HOMO energy is -8.8 eV.

CARTESIAN COORDINATES (ANGSTROEM)
H -0.095 -2.008 1.856
H -0.360 1.402 -2.199
C -0.013 0.271 -0.307
O 1.819 0.403 2.286
O 0.913 1.243 0.333
H -1.861 0.643 -1.181
O -0.261 -1.837 0.932
C -0.744 0.456 -1.556
C 1.111 0.386 1.359
H -0.690 -0.367 -2.211
C 0.181 -0.591 0.688

***

Short version: two is the most stable of them.

***

one.
Here is a 2-piece molecular cluster, C3H9N3O overall from OMol25. Energies are from ωB97M-V/def2-TZVPD.

The LUMO energy (alpha / beta) is 0.329 / 0.329 eV. As for the HOMO-LUMO gap (alpha / beta): 8.0344 / 8.0286 eV. The HOMO energy (alpha / beta) is -7.7 / -7.7 eV.

CARTESIAN COORDINATES (ANGSTROEM)
H 1.744 -0.150 1.464
H -2.317 -0.953 0.035
O -2.289 -0.466 0.868
H 1.488 -0.098 -1.953
C 0.723 -0.937 -1.712
C -0.227 -0.766 -0.799
H 0.737 -1.877 -2.168
H -0.965 -1.373 -0.444
H 0.461 -0.893 2.027
N 0.784 0.032 1.782
H 1.225 1.467 -0.543
C -0.312 0.498 -0.056
H 0.105 2.420 0.316
N -1.655 0.744 0.521
H -1.731 1.243 1.388
N 0.299 1.691 -0.340

***

two.
Here is the molecule C3H9N3O from OMol25. Energies are from ωB97M-V/def2-TZVPD.

The LUMO energy is 0.772 eV. As for the HOMO-LUMO gap: 9.4323 eV. The HOMO energy is -8.7 eV.

CARTESIAN COORDINATES (ANGSTROEM)
H -1.471 -0.873 -1.363
H 0.490 -2.205 0.399
C -0.552 1.782 0.079
C 1.136 -1.627 -0.263
O -1.946 -1.070 0.609
H -1.574 1.993 -0.227
H 0.112 2.455 -0.467
N -0.266 0.395 -0.275
H -0.442 1.970 1.152
H -2.057 -0.509 1.393
H 2.170 -1.902 -0.076
H 0.879 -1.875 -1.294
N -1.337 -0.408 -0.479
H 1.843 1.508 0.472
N 2.018 0.515 0.349
C 0.997 -0.151 -0.010

***

Short version: two is the most stable of them.

***

one.
Here is the molecule C3H9N3O from OMol25. Energies are from ωB97M-V/def2-TZVPD.

The LUMO energy (alpha / beta) is 0.716 / 0.716 eV. As for the HOMO-LUMO gap (alpha / beta): 7.5028 / 7.5077 eV. The HOMO energy (alpha / beta) is -6.8 / -6.8 eV.

CARTESIAN COORDINATES (ANGSTROEM)
H -2.499 -0.726 -1.402
H 1.153 -1.007 1.419
H 0.636 2.239 0.622
C -1.034 0.490 -0.404
O -1.771 2.095 1.240
H -0.226 -1.748 0.390
C 1.179 1.294 0.385
C 0.765 -1.045 0.325
N -2.047 1.203 0.350
H -0.790 -1.103 -1.558
H 1.995 1.589 -0.365
N -1.485 -0.613 -1.121
H -2.937 1.162 -0.047
N 0.245 0.278 -0.080
H 1.577 1.033 1.408
H 1.552 -1.361 -0.340

***

two.
Here is the molecule C3H9N3O from OMol25. Energies are from ωB97M-V/def2-TZVPD.

The LUMO energy is 0.891 eV. As for the HOMO-LUMO gap: 9.7462 eV. The HOMO energy is -8.9 eV.

CARTESIAN COORDINATES (ANGSTROEM)
O -1.722 -0.870 0.098
H 3.691 0.416 -0.298
N 1.814 -0.312 -0.545
N 0.745 -0.973 -0.019
C -2.867 0.005 0.044
H -3.011 0.702 -0.826
H 2.440 0.885 1.310
H -3.802 -0.510 0.009
H -1.423 1.545 -0.039
C -0.472 -0.259 -0.100
H 3.204 -0.829 0.786
N -0.526 1.040 -0.212
H 0.445 -1.933 -0.452
C 2.817 0.208 0.360
H -2.846 0.480 1.072
H 1.513 0.406 -1.188

***

Short version: two is the most stable of them.

***

one.
Here is the molecule C2H2N2O3S from OMol25. Energies are from ωB97M-V/def2-TZVPD.

The LUMO energy is 0.279 eV. As for the HOMO-LUMO gap: 10.7195 eV. The HOMO energy is -10.4 eV.

CARTESIAN COORDINATES (ANGSTROEM)
C -0.884 -0.789 -0.367
O 0.343 1.045 0.228
C 1.080 -0.019 -0.151
N -1.007 0.628 -0.045
H -2.273 1.615 0.943
O -1.739 0.794 1.090
H 3.058 -0.974 -0.550
N 0.469 -1.075 -0.529
S 2.795 0.270 -0.105
O -1.840 -1.494 -0.514

***

two.
Here is the molecule C2H2N2O3S from OMol25. Energies are from ωB97M-V/def2-TZVPD.

The LUMO energy is 0.185 eV. As for the HOMO-LUMO gap: 10.5687 eV. The HOMO energy is -10.4 eV.

CARTESIAN COORDINATES (ANGSTROEM)
N -0.571 1.969 -0.155
H -1.563 1.882 -0.027
S -1.867 -0.976 -0.365
H -2.375 -1.420 0.792
C 0.051 0.897 -0.034
O 0.687 -1.294 0.099
C 1.771 -0.512 -0.143
O 1.394 0.789 -0.201
N -0.410 -0.408 0.324
O 2.881 -0.927 -0.291

***

Short version: two is the most stable of them.

***

one.
Here is the molecule C2H4N2OS2 from OMol25. Energies are from ωB97M-V/def2-TZVPD.

The LUMO energy is -0.761 eV. As for the HOMO-LUMO gap: 8.4098 eV. The HOMO energy is -9.2 eV.

CARTESIAN COORDINATES (ANGSTROEM)
H -0.780 1.640 0.003
O 1.545 1.722 -0.145
S -0.027 -1.840 -0.115
C 0.156 -0.216 -0.060
N -2.240 0.305 -0.026
N -0.873 0.645 -0.007
C 1.530 0.501 -0.105
H -2.302 -0.436 -0.736
S 3.004 -0.498 -0.002
H -2.458 -0.132 0.950
H 2.447 -1.691 0.242

***

two.
Here is the molecule C2H4N2OS2 from OMol25. Energies are from ωB97M-V/def2-TZVPD.

The LUMO energy is 0.183 eV. As for the HOMO-LUMO gap: 8.9572 eV. The HOMO energy is -8.8 eV.

CARTESIAN COORDINATES (ANGSTROEM)
H 1.262 -1.909 -0.311
H 2.331 0.668 2.441
S 2.254 -0.137 1.414
H -0.096 -1.683 -1.366
C -1.134 0.383 -0.566
N 0.605 -1.278 -0.747
C 0.191 -0.169 -0.068
S -1.640 1.895 0.206
N 0.758 0.475 0.886
H -2.771 1.952 -0.480
O -1.761 -0.197 -1.407

***

Short version: two is the most stable of them.

***

one.
Here is the molecule C2H4N2OS2 from OMol25. Energies are from ωB97M-V/def2-TZVPD.

The LUMO energy is -1.283 eV. As for the HOMO-LUMO gap: 7.8453 eV. The HOMO energy is -9.1 eV.

CARTESIAN COORDINATES (ANGSTROEM)
O 0.280 -1.872 -0.595
C 1.250 0.421 -0.239
H 2.547 -1.518 0.341
H -1.833 1.603 -0.088
H -1.280 0.873 1.320
N -1.216 -0.320 -0.303
N -1.783 0.749 0.511
S 2.798 -0.129 0.174
S 0.962 2.000 -0.499
C 0.127 -0.659 -0.341
H -1.852 -1.147 -0.281

***

two.
Here is the molecule C2H4N2OS2 from OMol25. Energies are from ωB97M-V/def2-TZVPD.

The LUMO energy is 0.462 eV. As for the HOMO-LUMO gap: 9.1620 eV. The HOMO energy is -8.7 eV.

CARTESIAN COORDINATES (ANGSTROEM)
N 0.624 1.330 0.092
H 0.553 2.191 -0.411
S -0.181 -1.261 -0.263
O 1.643 0.563 -0.571
S -3.086 -0.112 -0.158
H -2.394 -1.306 0.095
C -0.626 0.502 -0.088
H 2.336 -1.600 0.028
C 1.473 -0.725 0.144
N -1.796 0.916 -0.106
H 1.454 -0.497 1.239

***

three.
Here is the molecule C2H4N2OS2 from OMol25. Energies are from ωB97M-V/def2-TZVPD.

The LUMO energy is 0.726 eV. As for the HOMO-LUMO gap: 9.5557 eV. The HOMO energy is -8.8 eV.

CARTESIAN COORDINATES (ANGSTROEM)
N 2.143 0.962 -0.002
C -0.986 -0.666 0.002
S -3.457 -0.050 0.000
H -1.257 -1.718 -0.008
O 0.360 -0.515 -0.002
C 0.899 0.751 -0.003
H -3.863 1.224 0.018
S 3.302 -0.265 0.002
N -1.785 0.313 -0.001
H 2.566 -1.365 0.002
H 0.161 1.593 0.003

***

Short version: one is the most stable of them.